# 1
111
Properties=species:S:1:pos:R:3:forces:R:3 method="wB97M-V/def2-TZVPD" homo_ev=-10.1 spin_multiplicity=1 e_lumo_ev=0.06 de_lowest_kcal_mol=52.8 charge=0 e_tot_ha=-1936.82328
O -2.1338 -3.5410 2.8078 -0.2 0.2 -0.1
H -2.0001 -4.4385 2.5031 0.0 -0.2 -0.1
H -1.4740 -3.4186 3.4904 0.3 0.1 0.2
O -4.5324 2.4514 -0.9493 -0.1 0.2 0.2
H -4.7379 2.6110 -1.8705 -0.1 0.1 -0.2
H -3.7922 1.8449 -0.9701 0.3 -0.3 0.1
O -7.0505 -3.1152 -1.4318 -0.1 0.1 -0.2
H -6.7359 -4.0151 -1.3456 0.2 -0.3 0.0
H -6.7573 -2.6807 -0.6309 0.1 0.2 0.3
O -5.6978 -2.1882 2.6166 -0.1 0.0 -0.3
H -4.7963 -2.1509 2.9361 0.4 0.0 0.0
H -6.2157 -2.4238 3.3864 -0.2 0.0 0.2
O -4.2435 4.6614 2.2122 -0.1 0.1 0.2
H -3.3472 4.9881 2.1349 0.3 0.2 0.0
H -4.3347 4.0379 1.4916 -0.1 -0.2 -0.3
C 4.6176 6.2660 -2.6432 0.0 -0.4 -0.4
C 4.8304 5.6255 -1.2898 2.6 -0.4 -0.1
C 6.1022 4.7293 -1.1745 0.4 0.1 -0.9
O 4.9848 6.6465 -0.2843 -1.5 -0.8 0.6
H 4.4742 5.5050 -3.4103 -0.3 -0.1 0.0
H 5.4738 6.8276 -3.0171 0.2 0.3 0.4
H 3.7420 6.9130 -2.5912 0.0 0.0 -0.2
H 4.0530 4.8789 -1.1275 -0.8 0.9 0.8
H 6.1680 3.8703 -1.8421 -0.7 -0.2 -0.3
H 6.2560 4.3102 -0.1801 -0.2 0.4 0.1
H 6.9837 5.2801 -1.5026 0.2 0.4 0.4
H 5.5875 7.3563 -0.5178 0.1 -0.3 -0.6
C 2.4186 1.8496 4.9339 0.4 -0.5 1.7
C 2.3352 1.8380 6.4984 -1.5 0.2 -0.6
C 0.9749 2.4387 6.9247 0.9 0.6 -0.1
O 2.3278 0.4940 6.9810 0.4 -0.7 -0.7
H 2.5909 2.8500 4.5371 0.0 0.0 0.2
H 1.4738 1.4726 4.5423 0.2 -0.2 -0.2
H 3.2772 1.2178 4.7065 -0.2 -0.1 -0.6
H 3.2122 2.3062 6.9453 -0.1 0.6 -0.1
H 0.1884 1.7073 6.7384 0.1 0.0 0.1
H 0.7411 3.3280 6.3394 0.0 0.1 0.0
H 1.0127 2.7370 7.9724 -0.3 -0.1 0.1
H 2.2715 0.4937 7.9393 0.0 0.2 0.0
C -5.1647 -6.5320 -3.9908 0.1 -0.4 -0.7
C -4.1718 -6.4201 -2.8549 0.2 0.9 -0.4
C -3.3155 -5.1730 -3.0091 0.6 0.0 0.4
O -4.8876 -6.2800 -1.6448 -0.8 -0.2 0.4
H -5.7677 -5.6306 -4.0997 -0.2 0.0 0.4
H -5.7970 -7.4196 -3.9719 -0.1 0.1 0.4
H -4.6438 -6.6051 -4.9455 0.3 0.0 0.0
H -3.4921 -7.2683 -2.7723 -0.2 -0.4 -0.3
H -2.7569 -5.0878 -2.0770 0.1 0.3 0.1
H -3.9162 -4.2702 -3.1196 -0.1 -0.1 -0.1
H -2.5441 -5.2251 -3.7774 -0.3 -0.1 -0.3
H -4.2938 -6.3972 -0.8997 0.1 0.0 0.0
C 0.2712 -0.9600 -1.1178 0.3 0.6 0.1
C -0.4750 -0.0607 -0.1319 0.5 -0.3 -1.0
C -0.2048 1.4337 -0.3449 -0.3 0.1 0.7
O -1.8665 -0.3075 -0.2693 -0.4 0.6 0.3
H -0.2080 -0.9684 -2.0967 0.0 0.0 0.0
H 0.3554 -1.9712 -0.7198 -0.1 -0.1 -0.2
H 1.2717 -0.5377 -1.2111 0.2 -0.3 -0.2
H -0.0547 -0.3594 0.8285 -0.5 0.3 0.5
H -0.6406 1.8869 -1.2353 0.1 -0.5 -0.3
H 0.8612 1.6568 -0.3004 0.0 -0.2 -0.2
H -0.6492 1.9965 0.4760 -0.1 0.0 0.2
H -2.1533 -1.0791 0.2247 0.2 -0.1 0.1
C 3.5624 -3.2872 3.7160 0.6 -0.1 -0.4
C 2.2488 -3.8861 4.1316 -0.5 0.3 0.2
C 2.2948 -4.8350 5.2739 0.9 -1.2 0.7
O 1.4164 -2.8383 4.5629 -1.4 1.0 -0.5
H 4.3667 -4.0021 3.5424 -0.1 -0.2 0.1
H 3.8863 -2.6023 4.4996 0.2 0.1 0.0
H 3.4516 -2.7304 2.7855 -0.1 0.2 0.1
H 1.7284 -4.3468 3.2919 0.1 0.0 -0.2
H 2.6948 -4.3367 6.1569 0.1 0.1 0.1
H 2.9603 -5.6702 5.0555 0.0 -0.2 0.0
H 1.3291 -5.2428 5.5723 -0.1 0.2 -0.3
H 1.9078 -2.2185 5.1070 0.1 0.1 0.1
C 2.7546 -9.6356 -0.6849 -0.1 -0.4 0.7
C 2.1230 -8.5666 0.1814 -1.8 1.4 -0.5
C 1.6646 -7.3452 -0.6358 -0.1 0.4 0.1
O 0.8851 -9.0799 0.7586 0.8 -0.1 -0.3
H 2.1075 -9.8424 -1.5373 0.1 0.2 -0.1
H 2.7448 -10.5398 -0.0762 0.3 -0.3 -0.1
H 3.7834 -9.4566 -0.9976 -0.1 0.2 0.0
H 2.6898 -8.1973 1.0361 0.7 -0.2 -0.2
H 1.1151 -7.6220 -1.5355 0.3 -0.3 -0.2
H 2.4717 -6.6568 -0.8869 0.3 -0.3 -0.2
H 0.9491 -6.7046 -0.1202 0.0 -0.3 0.6
H 1.2086 -9.7844 1.3248 -0.5 -0.3 0.2
C -1.2180 3.0204 -5.5602 -0.6 -0.1 0.6
C -1.1177 3.1889 -7.0625 0.5 -0.4 0.2
C -0.1457 4.3237 -7.4038 -0.2 -0.8 0.1
O -0.6259 1.9719 -7.6540 0.7 0.5 -0.3
H -1.9093 3.7397 -5.1211 -0.2 0.0 -0.1
H -0.2978 3.1483 -4.9902 0.3 0.0 -0.5
H -1.5787 2.0200 -5.3209 -0.2 0.0 0.0
H -2.0998 3.3728 -7.4981 -0.1 0.3 0.1
H 0.7278 4.2466 -6.7563 0.1 -0.1 -0.1
H -0.5944 5.2934 -7.1882 -0.1 0.0 -0.3
H 0.1659 4.1924 -8.4400 0.0 0.5 0.0
H -1.2466 1.2453 -7.5622 -0.2 0.2 0.2
C -1.8820 7.8494 -0.7844 -1.2 0.2 -0.3
C -0.6280 7.7363 0.0275 0.0 0.0 0.7
C -0.1645 9.0900 0.6317 -0.3 -0.6 -1.1
O -0.8395 6.7979 1.1083 0.0 0.4 -0.3
H -2.2578 6.9120 -1.1946 0.4 -0.3 0.1
H -1.7908 8.5268 -1.6335 0.4 0.1 0.0
H -2.7334 8.2303 -0.2204 0.1 0.1 0.4
H 0.1381 7.2786 -0.5984 0.3 0.4 -0.2
H 0.8635 9.0250 0.9882 0.0 0.0 0.2
H -0.8409 9.4227 1.4191 0.0 -0.2 0.0
H -0.1976 9.8300 -0.1679 0.2 0.2 0.1
H -0.0765 6.9799 1.6617 0.0 -0.4 0.5


# 2
111
Properties=species:S:1:pos:R:3:forces:R:3 method="wB97M-V/def2-TZVPD" homo_ev=-9.5 spin_multiplicity=1 e_lumo_ev=0.15 de_lowest_kcal_mol=110.2 charge=0 e_tot_ha=-1936.73195
O 1.5096 2.7143 -0.3828 -0.9 -0.1 -0.9
H 1.7272 3.6117 -0.6350 0.3 0.3 0.1
H 2.1801 2.4757 0.2573 0.5 0.2 0.4
C -2.2822 -3.2948 4.6049 -0.9 0.5 -0.4
C -1.9085 -2.3307 3.5049 1.2 0.5 -1.6
O -2.8504 -2.1273 2.4467 -1.2 -0.9 1.5
H -1.5093 -3.3307 5.3726 0.2 -0.1 -0.2
H -2.5266 -4.2878 4.2277 0.0 0.0 0.1
H -3.1435 -2.8278 5.0825 -0.3 -0.5 0.2
H -1.0271 -2.6538 2.9511 0.6 -0.3 0.5
H -1.6493 -1.3884 3.9877 -0.1 0.4 0.0
H -2.4967 -1.6096 1.7197 0.5 0.4 0.0
C -1.0238 5.1799 -2.3862 -0.2 -0.2 -0.3
C -0.5181 3.8625 -2.9320 0.4 -0.3 0.1
O -0.8311 2.8239 -2.0016 -0.5 0.0 -0.5
H -0.5908 5.3673 -1.4036 0.1 0.3 -0.1
H -2.1003 5.0689 -2.2562 0.0 0.0 0.2
H -0.9048 6.0070 -3.0860 0.4 0.1 0.2
H 0.5587 3.7484 -3.0565 0.3 0.8 -0.2
H -0.9159 3.6591 -3.9263 -0.4 -0.3 0.2
H -0.0822 2.8247 -1.4010 0.1 -0.6 0.6
C 4.8167 1.4156 -2.1412 0.7 0.9 0.5
C 3.6913 0.5994 -2.6925 0.5 0.8 -0.5
O 4.3404 -0.3464 -3.5463 -0.6 -0.4 0.4
H 5.4093 1.9085 -2.9119 -0.2 -0.1 -0.2
H 5.5247 0.8229 -1.5619 -0.1 -0.3 0.0
H 4.4796 2.1982 -1.4615 -0.3 0.0 0.0
H 3.0300 1.2137 -3.3035 -0.1 0.2 0.0
H 3.0903 0.2499 -1.8531 0.0 -0.9 -0.1
H 3.6917 -0.6893 -4.1653 0.0 0.0 0.0
C -0.7138 3.3264 2.2360 -1.2 -0.8 0.0
C -0.5927 2.9101 3.6807 1.2 0.6 0.2
O 0.7815 2.6620 3.8755 1.0 -0.2 -0.1
H -0.1265 4.1742 1.8833 0.0 0.1 0.6
H -1.7796 3.5009 2.0883 -0.1 0.2 -0.6
H -0.4097 2.4612 1.6468 -0.1 0.1 -0.2
H -1.1449 2.0090 3.9475 -0.4 0.0 -0.4
H -0.8683 3.7074 4.3708 -0.4 0.2 0.0
H 0.9138 1.9634 4.5204 0.0 -0.1 0.4
C -5.4136 -1.0633 0.7113 -0.5 -0.8 -1.1
C -5.7749 0.3737 0.8553 1.9 0.3 0.5
O -7.1327 0.7045 0.9726 -0.3 -0.3 0.0
H -4.3955 -1.1735 0.3381 0.2 0.4 0.4
H -5.9617 -1.5008 -0.1232 -0.5 -0.5 0.4
H -5.4694 -1.5652 1.6772 -0.3 -0.4 -0.4
H -5.2978 0.9448 0.0588 0.0 0.2 -0.2
H -5.2194 0.5590 1.7746 -0.1 1.1 0.3
H -7.1300 1.6614 1.0493 -0.3 0.0 0.1
C 1.5812 -3.5445 1.6089 -0.6 -0.6 -0.6
C 3.0679 -3.7254 1.5004 -0.1 1.0 -0.9
O 3.5732 -3.9351 2.7780 0.7 -0.2 0.9
H 1.3188 -2.6426 2.1618 0.2 -0.2 0.4
H 1.1299 -4.4342 2.0481 -0.1 0.1 0.3
H 1.0905 -3.4187 0.6438 0.2 -0.1 -0.2
H 3.4742 -2.7966 1.0998 0.2 0.4 -0.2
H 3.4686 -4.4814 0.8250 -0.7 -0.5 -0.2
H 4.5248 -3.9118 2.6538 0.2 -0.1 0.5
C 3.6685 0.7192 1.4445 0.6 0.8 -0.5
C 4.3572 2.0232 1.8336 -0.3 0.2 0.2
O 3.8107 3.0663 1.0388 -0.2 0.6 -0.6
H 2.5985 0.9224 1.4885 -0.1 -0.5 0.6
H 4.0335 -0.1335 2.0170 -0.4 0.0 0.0
H 3.8768 0.5786 0.3839 0.1 -0.4 -0.1
H 5.4306 2.0490 1.6460 0.1 -0.5 0.5
H 4.1077 2.3447 2.8448 0.4 -0.5 0.3
H 4.4771 3.3296 0.3999 -0.1 0.1 -0.1
C 2.2258 -4.1250 -2.1360 0.2 0.9 0.4
C 2.9425 -3.7258 -3.3960 1.3 -0.4 2.7
O 2.0565 -3.6660 -4.4022 -1.6 0.4 -2.9
H 2.9887 -4.2329 -1.3650 -0.2 -0.6 0.2
H 1.6550 -5.0244 -2.3670 0.1 -0.1 0.4
H 1.5666 -3.3342 -1.7777 -0.3 -0.1 -0.2
H 3.6815 -4.5206 -3.4968 0.6 0.1 -0.6
H 3.4153 -2.7449 -3.3462 0.6 -0.1 0.7
H 2.4630 -3.0119 -4.9754 -0.7 -0.2 -0.8
C 2.8763 -0.9793 4.4530 -0.5 -0.6 -0.1
C 1.3997 -0.5502 4.4942 0.7 -0.2 0.4
O 1.3538 0.4613 5.5124 -0.6 0.3 -0.2
H 3.4916 -0.0935 4.2954 0.0 -0.1 0.2
H 3.1673 -1.7650 3.7557 -0.4 0.2 -0.5
H 3.1110 -1.4554 5.4050 0.1 0.4 0.3
H 0.6812 -1.3299 4.7467 0.3 -0.4 0.1
H 1.0030 -0.1273 3.5713 0.4 0.3 -0.1
H 1.2299 0.0364 6.3643 0.0 0.0 0.0
C 0.0857 -1.0779 -0.8294 0.1 0.4 0.8
C -0.3606 -0.3069 0.4042 -0.7 0.6 -0.8
O -1.7947 -0.3787 0.4868 0.4 -0.4 0.9
H -0.3111 -0.5245 -1.6805 0.2 -0.3 -0.3
H -0.3083 -2.0933 -0.7861 0.0 0.0 -0.2
H 1.1750 -1.1158 -0.8337 0.1 0.0 -0.4
H -0.1411 0.7558 0.3018 0.5 0.0 -0.1
H 0.1289 -0.6220 1.3257 -0.5 -0.4 0.1
H -2.1660 0.1313 -0.2368 -0.2 0.1 -0.2
C -4.0083 2.5806 -4.1177 -0.3 -1.1 0.2
C -4.0282 2.5588 -2.6029 -0.3 0.5 0.0
O -3.2228 1.5162 -2.0505 -0.4 0.6 -0.2
H -4.7679 3.2359 -4.5438 0.1 0.1 0.1
H -4.2657 1.5502 -4.3632 0.0 0.1 -0.9
H -3.0233 2.8167 -4.5203 0.0 0.0 0.0
H -5.0372 2.3851 -2.2289 -0.1 0.2 -0.1
H -3.6922 3.5516 -2.3039 0.0 -0.1 0.7
H -2.4076 1.9876 -1.8638 1.0 -0.2 0.1
C -2.4852 -2.6971 -4.0425 -0.1 1.0 -0.1
C -2.6090 -1.1556 -4.0759 -0.3 -1.0 -0.9
O -3.8814 -0.8352 -3.5343 0.2 -0.4 0.4
H -3.2563 -3.0432 -4.7307 -0.1 -0.5 0.4
H -2.6156 -3.0461 -3.0182 -0.3 -0.1 -0.1
H -1.5190 -3.0746 -4.3774 0.1 0.3 -0.2
H -2.6586 -0.8450 -5.1195 0.4 0.0 -0.3
H -1.7127 -0.7017 -3.6532 -0.3 0.4 0.6
H -3.9687 0.1070 -3.3721 0.5 -0.1 0.3